No. 1
# CH5NSi2

An isolated molecule of CH5NSi2 (the ωB97M-V functional and the def2-TZVPD basis, OMol25).

```
9
Properties=species:S:1:pos:R:3:lowdin_charge:R:1
Si -2.27 -1.39 0.80 0.529
C -0.75 -0.31 0.35 -0.359
N 0.42 -0.07 -0.05 -0.176
Si 1.93 0.80 -0.56 0.619
H -2.91 -0.80 -0.36 -0.171
H -3.01 -1.17 2.03 -0.184
H 2.47 0.56 0.77 -0.065
H 2.33 0.23 -1.84 -0.092
H 1.78 2.14 -1.14 -0.101
```

As for the structure (SMILES): [SiH2]=C=N[SiH3]. As for the energy above the lowest of the compared OMol25 structures with the same formula, charge and spin: 42.0 kcal per mole. As for the electronic energy: -18359.8862 eV. The net charge is 0. For the HOMO-LUMO gap, the calculation gives 7.46 eV.

=====

No. 2
# C60H47HgP3SiTe

C60H47HgP3SiTe as an isolated structure (the ωB97M-V functional and the def2-TZVPD basis, OMol25).

```
113
Properties=species:S:1:pos:R:3:lowdin_charge:R:1
Hg 1.42 0.79 -0.08 0.460
C -4.27 4.33 3.65 -0.110
C -4.41 2.97 3.41 -0.093
C -3.59 2.34 2.49 -0.109
C -2.63 3.06 1.78 -0.368
C -2.48 4.42 2.05 -0.087
C -3.30 5.05 2.98 -0.098
P -1.54 2.13 0.62 1.019
C -1.13 3.49 -0.57 -0.375
C -1.91 3.92 -1.64 -0.078
C -1.47 4.97 -2.44 -0.093
C -0.25 5.58 -2.21 -0.095
C 0.55 5.14 -1.16 -0.098
C 0.11 4.11 -0.35 -0.168
C -2.81 1.16 -0.28 -0.388
C -4.05 1.70 -0.63 -0.121
C -4.95 0.99 -1.39 -0.089
C -4.62 -0.30 -1.80 -0.085
C -3.42 -0.87 -1.40 -0.113
C -2.49 -0.17 -0.63 -0.303
Si -0.92 -1.02 0.13 0.531
C -1.82 -1.75 1.69 -0.304
C -2.97 -2.54 1.60 -0.113
C -3.59 -3.04 2.73 -0.094
C -3.08 -2.76 3.98 -0.097
C -1.95 -1.97 4.11 -0.088
C -1.31 -1.47 2.99 -0.385
P 0.18 -0.40 3.08 1.018
C 1.53 -1.62 2.79 -0.415
C 2.83 -1.19 3.05 -0.123
C 3.92 -1.99 2.77 -0.084
C 3.72 -3.25 2.21 -0.098
C 2.44 -3.69 1.95 -0.086
C 1.34 -2.89 2.24 -0.092
C 0.36 -0.23 4.92 -0.387
C 0.97 -1.15 5.77 -0.099
C 1.14 -0.86 7.11 -0.092
C 0.70 0.35 7.63 -0.105
C 0.09 1.27 6.80 -0.094
C -0.07 0.99 5.45 -0.107
C -0.80 -2.54 -1.06 -0.306
C -1.02 -3.86 -0.67 -0.110
C -0.98 -4.90 -1.58 -0.091
C -0.71 -4.65 -2.92 -0.093
C -0.44 -3.36 -3.33 -0.119
C -0.47 -2.30 -2.42 -0.405
P -0.02 -0.62 -2.97 1.054
C -1.10 -0.29 -4.41 -0.366
C -2.10 -1.13 -4.89 -0.089
C -2.92 -0.72 -5.94 -0.091
C -2.74 0.52 -6.52 -0.103
C -1.76 1.38 -6.04 -0.091
C -0.96 0.98 -4.98 -0.125
C 1.58 -1.02 -3.79 -0.359
C 1.98 -0.55 -5.04 -0.085
C 3.27 -0.79 -5.49 -0.092
C 4.17 -1.49 -4.71 -0.105
C 3.78 -1.95 -3.46 -0.097
C 2.50 -1.72 -3.00 -0.103
H -4.92 4.82 4.37 0.093
H -5.17 2.40 3.93 0.099
H -3.69 1.27 2.31 0.105
H -1.73 4.99 1.52 0.096
H -3.17 6.10 3.18 0.097
H -2.85 3.45 -1.87 0.086
H -2.10 5.30 -3.26 0.097
H 0.08 6.39 -2.84 0.097
H 1.52 5.59 -0.98 0.097
H 0.73 3.76 0.47 0.068
H -4.32 2.69 -0.27 0.106
H -5.90 1.42 -1.67 0.097
H -5.32 -0.87 -2.41 0.099
H -3.21 -1.89 -1.69 0.095
H -3.39 -2.75 0.62 0.095
H -4.49 -3.65 2.63 0.097
H -3.57 -3.17 4.86 0.096
H -1.57 -1.75 5.10 0.092
H 2.98 -0.21 3.49 0.107
H 4.92 -1.63 2.98 0.097
H 4.57 -3.88 1.97 0.096
H 2.29 -4.67 1.51 0.099
H 0.34 -3.25 2.03 0.086
H 1.32 -2.10 5.38 0.108
H 1.63 -1.58 7.77 0.098
H 0.83 0.57 8.68 0.094
H -0.26 2.22 7.20 0.098
H -0.53 1.71 4.78 0.094
H -1.26 -4.07 0.37 0.086
H -1.16 -5.92 -1.25 0.097
H -0.71 -5.47 -3.63 0.096
H -0.20 -3.17 -4.37 0.109
H -2.25 -2.10 -4.45 0.089
H -3.68 -1.39 -6.31 0.098
H -3.38 0.83 -7.35 0.095
H -1.63 2.36 -6.48 0.099
H -0.22 1.66 -4.57 0.108
H 1.28 -0.01 -5.66 0.088
H 3.57 -0.43 -6.47 0.097
H 5.18 -1.66 -5.07 0.097
H 4.48 -2.51 -2.84 0.102
H 2.19 -2.09 -2.03 0.101
Te 3.82 2.66 -1.21 0.476
C 5.25 1.27 -0.51 -0.737
C 5.79 1.36 0.77 -0.181
C 6.85 0.56 1.15 -0.122
C 7.41 -0.35 0.26 -0.122
C 6.84 -0.48 -1.00 -0.112
C 5.78 0.32 -1.38 -0.183
H 5.38 2.07 1.48 0.080
H 7.26 0.65 2.15 0.092
H 8.26 -0.96 0.54 0.088
H 7.25 -1.20 -1.71 0.092
H 5.35 0.22 -2.37 0.066
```

Its expectation value of S² is 0.76. Its multiplicity is 2. As for the energy above the lowest of the compared OMol25 structures with the same formula, charge and spin: 0.0 kcal per mole. As for the electronic energy: -110197.1191 eV. The net charge is -1. For the HOMO-LUMO gap (alpha / beta), the calculation gives 5.20 / 5.56 eV.

=====

No. 3
# C4H10NPS

An isolated molecule of C4H10NPS (the ωB97M-V functional and the def2-TZVPD basis, OMol25).

```
17
Properties=species:S:1:pos:R:3:lowdin_charge:R:1
C -0.62 -0.49 -0.40 -0.453
C -0.35 -1.08 0.92 -0.100
C -1.82 -0.72 -1.19 -0.061
C 2.36 1.68 0.49 -0.349
N 0.23 0.44 -0.81 -0.160
P 2.08 0.36 -0.79 0.367
S 2.50 -1.39 0.00 0.122
H -0.20 -0.24 1.63 0.111
H 0.70 -1.66 0.85 -0.035
H -1.11 -1.71 1.23 0.043
H -2.46 0.29 -1.29 0.132
H -2.59 -1.59 -0.96 0.121
H -1.38 -0.93 -2.28 0.123
H 2.25 1.04 1.30 -0.048
H 3.39 2.14 0.34 0.057
H 1.44 2.33 0.28 0.045
H -0.06 0.99 -1.60 0.083
```

As for the energy above the lowest of the compared OMol25 structures with the same formula, charge and spin: 27.9 kcal per mole. As for the electronic energy: -25922.7241 eV. The net charge is 0. For the HOMO-LUMO gap, the calculation gives 7.03 eV.

=====

No. 4
# C14H21BCl6F10N4NiO4S2

C14H21BCl6F10N4NiO4S2 as an isolated structure (the ωB97M-V functional and the def2-TZVPD basis, OMol25).

```
63
Properties=species:S:1:pos:R:3:lowdin_charge:R:1
Ni -12.64 14.77 -16.56 0.839
B -12.64 12.51 -17.72 -1.558
F -12.55 11.37 -17.05 0.218
F -13.77 13.17 -17.35 0.161
F -11.57 13.27 -17.34 0.128
F -12.66 12.33 -19.07 0.190
C -8.50 15.34 -15.98 -0.587
F -7.23 15.38 -16.37 0.173
F -8.90 14.06 -15.89 0.071
F -8.70 15.82 -14.73 0.098
S -9.72 16.31 -17.14 0.700
O -8.99 17.57 -17.38 -0.273
O -9.81 15.47 -18.29 -0.305
N -11.27 16.19 -16.29 -0.348
S -11.19 17.55 -15.39 0.621
O -12.11 17.43 -14.22 -0.327
O -9.92 18.08 -14.93 -0.269
C -12.08 18.79 -16.60 -0.611
F -12.16 20.01 -16.06 0.154
F -11.36 18.90 -17.78 0.080
F -13.27 18.30 -16.85 0.148
C -9.41 11.95 -19.38 -0.088
C -9.84 12.76 -20.50 -0.267
N -10.15 13.40 -21.44 0.136
H -8.61 11.31 -19.74 0.076
H -10.27 11.31 -19.17 0.079
H -9.08 12.66 -18.62 0.084
C -12.71 12.17 -12.45 -0.019
C -12.60 13.05 -13.60 -0.195
N -12.50 13.69 -14.53 0.215
H -11.75 11.70 -12.24 0.080
H -13.40 11.38 -12.76 0.087
H -12.89 12.75 -11.55 0.102
C -12.07 16.51 -20.81 -0.036
C -12.62 15.97 -19.59 -0.158
N -13.09 15.53 -18.61 0.185
H -11.07 16.89 -20.64 0.100
H -12.69 17.31 -21.22 0.097
H -11.99 15.69 -21.52 0.079
Cl -14.60 12.15 -23.32 0.535
C -14.58 12.60 -21.59 -0.638
C -15.49 13.82 -21.34 -0.652
Cl -15.16 15.24 -22.35 0.541
H -13.56 12.91 -21.38 0.044
H -14.85 11.74 -20.98 0.077
H -15.39 14.20 -20.33 0.050
H -16.56 13.63 -21.46 0.065
Cl -14.43 7.64 -14.85 0.528
C -14.42 9.40 -15.25 -0.651
C -15.19 9.57 -16.51 -0.690
Cl -16.86 9.01 -16.28 0.550
H -13.37 9.67 -15.35 0.050
H -14.78 10.02 -14.43 0.066
H -14.74 8.98 -17.31 0.077
H -15.28 10.59 -16.88 0.066
Cl -9.59 11.39 -14.53 0.613
C -9.76 10.63 -16.12 -0.636
C -8.39 9.99 -16.44 -0.651
Cl -8.47 8.97 -17.90 0.574
H -10.08 11.40 -16.82 0.026
H -10.55 9.89 -15.95 0.065
H -8.11 9.40 -15.57 0.060
H -7.59 10.70 -16.61 0.069
```

Its expectation value of S² is 2.00. Its multiplicity is 3. As for the electronic energy: -194711.9994 eV. The net charge is 0. For the HOMO-LUMO gap (alpha / beta), the calculation gives 10.08 / 8.07 eV.

=====

No. 5
# C4H9N2

An isolated ion of composition C4H9N2 and charge +1 (the ωB97M-V functional and the def2-TZVPD basis, OMol25).

```
15
Properties=species:S:1:pos:R:3:lowdin_charge:R:1
N -0.79 1.16 0.29 0.009
C -1.36 0.09 -0.46 -0.258
C -0.82 -1.27 -0.17 -0.024
C 0.43 -1.35 0.33 -0.022
C 1.38 -0.15 0.57 -0.002
N 1.77 0.57 -0.43 0.206
H -0.78 2.12 0.01 0.100
H -1.01 1.09 1.24 0.083
H -1.11 0.11 -1.53 0.129
H -2.42 0.23 -0.40 0.122
H -1.49 -2.08 -0.07 0.120
H 0.90 -2.26 0.59 0.098
H 1.76 -0.04 1.50 0.108
H 1.34 0.30 -1.30 0.148
H 2.20 1.48 -0.17 0.181
```

As for the structure (SMILES): NC/C=C\C=[NH2+]. As for the energy above the lowest of the compared OMol25 structures with the same formula, charge and spin: 62.0 kcal per mole. As for the electronic energy: -7265.4531 eV. The net charge is +1. For the HOMO-LUMO gap, the calculation gives 8.70 eV.

=====

No. 6
# C4H5N3

An isolated molecule of C4H5N3 (the ωB97M-V functional and the def2-TZVPD basis, OMol25).

```
12
Properties=species:S:1:pos:R:3:lowdin_charge:R:1
C 1.06 0.12 1.01 -0.002
N 0.62 0.22 -0.42 -0.003
C -0.79 -0.13 -0.68 -0.319
C -1.68 0.95 -0.62 -0.271
N -2.36 1.89 -0.59 0.110
C -1.08 -1.49 -0.54 -0.272
N -1.22 -2.65 -0.43 0.115
H 0.46 0.83 1.59 0.105
H 2.13 0.36 1.09 0.096
H 0.87 -0.90 1.34 0.099
H 1.22 -0.38 -0.99 0.171
H 0.77 1.17 -0.76 0.171
```

As for the energy above the lowest of the compared OMol25 structures with the same formula, charge and spin: 67.2 kcal per mole. As for the electronic energy: -8696.8971 eV. The net charge is 0. For the HOMO-LUMO gap, the calculation gives 7.98 eV.

=====

Question: Which of these has the highest electronic energy?
Answer: C4H9N2